Record 1
# C30H82O32P2S8

A 10-piece molecular cluster, C30H82O32P2S8 overall in a non-equilibrium geometry (wB97M-V/def2-TZVPD, OMol25).

ORCA input file:
```
! wB97M-V def2-TZVPD RIJCOSX def2/J DEFGRID3
* xyz 0 1
O 13.81758 -4.31083 23.74521
S 14.50897 -3.25220 23.12528
O 15.57908 -2.45352 23.60117
O 15.10709 -3.90477 21.79980
C 16.35553 -3.41770 21.22878
C 16.50875 -4.22558 19.93173
C 13.27441 -2.10146 22.35580
H 17.14338 -3.57093 21.95485
H 16.28049 -2.35497 21.02768
H 16.56095 -5.29407 20.16995
H 17.40442 -4.02046 19.36345
H 15.61004 -4.08812 19.31909
H 13.90250 -1.46770 21.71385
H 12.87952 -1.49590 23.15662
H 12.59671 -2.70464 21.75348
O 26.36512 -2.95026 12.66874
S 27.63406 -2.33093 12.67275
O 28.02865 -1.29243 11.76031
O 27.78880 -1.68982 14.13544
C 27.33210 -2.51279 15.28238
C 27.44838 -1.62846 16.50032
C 28.95105 -3.64028 12.72275
H 27.98106 -3.36062 15.38759
H 26.29390 -2.83357 15.09374
H 26.85510 -2.03683 17.32429
H 26.93137 -0.67210 16.26907
H 28.51033 -1.44592 16.72985
H 29.89105 -3.11059 12.73037
H 28.93274 -4.23480 11.80932
H 28.68075 -4.27327 13.56748
O 25.73481 -3.73561 19.00028
S 26.11924 -4.01886 20.34815
O 27.36511 -4.61847 20.69210
O 26.10177 -2.65354 21.13440
C 25.03849 -1.69113 20.79638
C 25.31370 -0.44453 21.63728
C 24.74615 -5.00567 21.08985
H 24.09394 -2.22739 21.05103
H 24.96330 -1.48652 19.71061
H 25.37622 -0.62185 22.70864
H 24.51359 0.30271 21.53053
H 26.28216 -0.04820 21.37846
H 23.77644 -4.54695 20.97772
H 25.01805 -5.17238 22.12307
H 24.79233 -5.92862 20.50107
O 28.41512 -6.13436 15.01457
S 27.11949 -6.26906 15.62894
O 26.02805 -5.48138 15.14807
O 26.75948 -7.75273 15.60549
C 25.31886 -8.19049 15.81348
C 24.63383 -8.26126 14.44517
C 27.26804 -5.94850 17.35184
H 24.87242 -7.52258 16.55547
H 25.47630 -9.17794 16.25688
H 24.63811 -7.25233 14.08580
H 23.59510 -8.62138 14.42151
H 25.25143 -8.86063 13.77855
H 28.23973 -6.42687 17.57458
H 26.48251 -6.44893 17.91684
H 27.28880 -4.89300 17.58957
O 20.64615 -3.48443 15.07446
S 19.26232 -3.22897 15.40276
O 18.85854 -2.43505 16.55094
O 18.52460 -2.65495 14.21956
C 18.87322 -3.10056 12.83103
C 18.01017 -2.20731 11.90073
C 18.43106 -4.85357 15.58561
H 18.56177 -4.13959 12.71205
H 19.94585 -3.02855 12.67155
H 18.13825 -1.13487 12.11014
H 16.97432 -2.43672 12.15897
H 18.20671 -2.40524 10.85175
H 18.88983 -5.44669 16.39283
H 18.51596 -5.43669 14.67047
H 17.41218 -4.64869 15.90684
O 22.73946 -0.42718 18.18540
S 21.71604 -0.07697 19.07114
O 21.70249 -0.64634 20.32315
O 21.99541 1.43470 19.36729
C 21.60380 2.05729 20.56191
C 21.94776 3.63029 20.47967
C 20.18408 -0.09302 18.38701
H 22.16488 1.65678 21.40961
H 20.55156 1.87543 20.76249
H 22.98298 3.59979 20.14545
H 22.00924 4.11473 21.45006
H 21.41896 4.27675 19.80617
H 19.76702 -1.08891 18.27554
H 20.27154 0.31730 17.37630
H 19.48949 0.53463 18.95019
O 20.87095 -5.20567 11.14038
S 22.21420 -4.77372 11.30473
O 23.14997 -4.71654 10.25094
O 22.10854 -3.34358 11.98960
C 23.26811 -2.45200 11.96934
C 23.00340 -1.42148 13.07586
C 22.94900 -5.77593 12.67509
H 23.24186 -1.95515 11.00003
H 24.16357 -3.07624 12.03658
H 23.89392 -0.84489 13.23650
H 22.53142 -1.83542 13.92879
H 22.27929 -0.71839 12.66855
H 22.22140 -5.74164 13.47907
H 23.87415 -5.28220 12.97605
H 23.13111 -6.76640 12.26190
O 23.57656 -5.98430 18.22486
S 22.72552 -5.57012 17.17045
O 22.16371 -6.30593 16.06701
O 21.46449 -4.96604 17.89850
C 21.57054 -4.36732 19.17797
C 20.15723 -4.04213 19.61455
C 23.45501 -4.12311 16.50262
H 22.26184 -3.52234 19.16616
H 22.00169 -5.12825 19.84716
H 19.52016 -4.92368 19.68967
H 19.70694 -3.33458 18.90704
H 20.16889 -3.54905 20.58612
H 22.66185 -3.58649 16.00464
H 24.30143 -4.40001 15.89175
H 23.73642 -3.52440 17.35515
C 19.88348 -5.27899 23.21904
O 18.99275 -4.15409 23.49438
P 19.54133 -3.10922 24.58882
O 18.62229 -1.98225 24.81490
O 19.90159 -3.99510 25.84638
C 19.82963 -3.47783 27.19251
O 21.07399 -2.69275 24.18964
C 21.18250 -1.59606 23.25252
H 20.79799 -4.96997 22.70073
H 19.31225 -6.03732 22.67239
H 20.03847 -5.67277 24.21414
H 19.32499 -4.22156 27.77489
H 19.25002 -2.57391 27.12557
H 20.85293 -3.28016 27.52491
H 21.01020 -1.95193 22.24142
H 22.21263 -1.25979 23.26536
H 20.52243 -0.83037 23.63328
C 17.07439 -7.65142 18.16141
O 17.68756 -7.55499 16.85444
P 17.85150 -8.91845 16.04235
O 18.55815 -9.95314 16.79747
O 18.54964 -8.37306 14.76510
C 20.00447 -8.15994 14.70646
O 16.45097 -9.45075 15.51190
C 15.64797 -8.67110 14.59789
H 17.51663 -8.53163 18.65825
H 15.97518 -7.68482 18.09997
H 17.36051 -6.71264 18.61360
H 20.30090 -8.02952 13.67705
H 20.41607 -9.08485 15.09825
H 20.30967 -7.34611 15.35442
H 16.19018 -7.96464 13.97639
H 14.97106 -8.03467 15.20102
H 15.01705 -9.28170 13.96483
*
```

The SMILES is CCOS(C)(=O)=O.CCOS(C)(=O)=O.CCOS(C)(=O)=O.CCOS(C)(=O)=O.CCOS(C)(=O)=O.CCOS(C)(=O)=O.CCOS(C)(=O)=O.CCOS(C)(=O)=O.COP(=O)(OC)OC.COP(=O)(OC)OC. For the strongest force on any atom, the calculation gives 5.423 eV Å⁻¹. The calculation puts the total energy at -7468.19255 Eh. Its energy above the lowest of the compared OMol25 structures with the same formula, charge and spin is 0.0 kcal per mole.

Record 2
# C30H84F6NNiO18S2

C30H84F6NNiO18S2 as an isolated structure in a non-equilibrium geometry (wB97M-V/def2-TZVPD, OMol25).

ORCA input file:
```
! wB97M-V def2-TZVPD RIJCOSX def2/J DEFGRID3
* xyz 1 3
Ni -1.55972 23.77230 -25.29956
C 1.63126 26.63382 -26.07860
F 2.90594 26.94089 -26.03729
F 0.89618 27.72769 -26.12872
F 1.37575 25.92688 -27.17223
S 1.15464 25.57381 -24.46312
O 2.31868 25.42985 -23.62637
O 0.14837 26.37860 -23.82588
N 0.40213 24.10915 -25.20431
S 1.76678 23.22881 -25.52481
O 1.54747 22.16156 -26.49722
O 2.96824 23.98245 -25.81106
C 2.05303 22.29893 -23.84154
F 0.88731 22.01007 -23.26638
F 2.72358 21.17171 -24.12168
F 2.78448 23.01504 -23.01168
C -3.39812 24.77899 -21.99435
C -2.88793 23.42193 -22.46013
O -1.66904 23.62537 -23.16775
H -4.33857 24.59155 -21.47616
H -3.64087 25.37445 -22.87446
H -2.72272 25.24791 -21.27878
H -3.63684 22.87399 -23.03196
H -2.66554 22.79865 -21.59402
H -1.02851 23.86709 -22.49479
C 4.01085 25.53043 -29.35550
C 4.28859 24.04376 -29.16894
O 3.61095 23.33180 -30.16859
H 4.23742 25.80927 -30.38458
H 4.54610 26.17996 -28.66289
H 2.94425 25.70527 -29.21445
H 3.82961 23.71999 -28.23481
H 5.35662 23.82898 -29.13317
H 3.77192 22.41524 -29.93276
C -3.98832 29.61827 -23.41821
C -2.68065 29.23299 -22.68549
O -2.47096 27.84874 -22.82464
H -3.97259 29.31785 -24.46587
H -4.14294 30.69094 -23.30178
H -4.91815 29.17585 -23.06075
H -2.69814 29.55808 -21.64524
H -1.83574 29.72338 -23.16896
H -1.90943 27.60844 -22.08401
C -0.08874 23.93860 -29.28345
C -1.11630 23.20887 -28.43114
O -1.59059 24.02938 -27.40641
H 0.26172 23.38628 -30.15536
H 0.79320 24.13163 -28.67270
H -0.56240 24.82847 -29.69802
H -0.61412 22.39859 -27.90259
H -1.91002 22.87009 -29.09697
H -2.23531 24.58927 -27.84511
C 0.98282 22.51995 -19.91466
C 0.37118 23.94622 -19.78754
O -0.08748 24.44490 -21.01645
H 1.25092 22.08235 -18.95304
H 1.86552 22.57082 -20.55212
H 0.29842 21.78036 -20.33023
H 1.04535 24.69233 -19.36693
H -0.49970 23.81981 -19.14435
H -0.32666 25.36676 -20.89569
C -2.03776 27.62929 -26.68096
C -2.96420 26.63904 -25.95880
O -2.18994 25.88450 -25.03469
H -1.31616 27.12627 -27.32468
H -1.47791 28.25127 -25.98252
H -2.52884 28.28439 -27.40054
H -3.49137 26.00082 -26.66793
H -3.76247 27.15264 -25.42299
H -2.02381 26.51692 -24.33180
C 2.09561 18.09712 -21.96228
C 2.25948 19.31508 -21.06738
O 2.10803 18.86995 -19.73092
H 2.05903 18.38376 -23.01328
H 1.15879 17.55354 -21.83987
H 2.94272 17.42032 -21.85074
H 1.60972 20.16071 -21.29281
H 3.27002 19.71771 -21.13657
H 1.18782 18.95483 -19.47090
C 6.04279 25.41097 -23.92359
C 5.83777 25.81710 -25.34617
O 7.06800 26.00431 -25.92872
H 6.54901 26.17001 -23.32719
H 6.62032 24.48861 -23.98537
H 5.06998 25.21919 -23.47086
H 5.30469 26.76054 -25.46383
H 5.26654 25.06505 -25.89042
H 6.98599 26.34791 -26.82136
C 5.75433 20.53752 -22.43937
C 5.68833 21.89215 -21.71063
O 6.81912 21.95612 -20.90642
H 5.61964 19.72953 -21.72028
H 6.71653 20.36752 -22.92247
H 4.91266 20.36968 -23.11132
H 4.78193 21.96697 -21.10984
H 5.61986 22.71945 -22.41702
H 7.03513 21.07256 -20.59942
C 4.29470 24.58769 -19.87588
C 3.84299 25.84983 -19.17849
O 4.94284 26.38534 -18.46103
H 4.45113 23.82795 -19.11009
H 5.24159 24.69819 -20.40435
H 3.54637 24.16598 -20.54691
H 3.04028 25.70483 -18.45550
H 3.51109 26.60594 -19.89000
H 5.63792 26.71372 -19.03604
C 1.49046 30.27343 -24.84195
C 2.18153 31.28116 -23.89846
O 1.44908 31.28865 -22.70363
H 1.95101 30.20230 -25.82731
H 0.46496 30.62687 -24.94937
H 1.57238 29.28553 -24.38869
H 2.15096 32.31551 -24.24095
H 3.25999 31.12296 -23.89909
H 2.05716 30.97008 -22.03255
C 4.51967 29.33415 -27.70327
C 5.38539 30.53428 -27.96047
O 6.67858 30.06867 -28.31707
H 4.81359 28.68712 -26.87680
H 4.45892 28.74496 -28.61830
H 3.51670 29.67750 -27.44977
H 5.56349 31.11411 -27.05483
H 5.07888 31.20495 -28.76319
H 7.29692 30.80280 -28.33466
C 4.31296 19.15839 -25.73372
C 4.56969 18.05867 -26.73266
O 5.22845 18.64139 -27.81470
H 3.71539 18.84517 -24.87762
H 3.90705 20.07913 -26.15273
H 5.24922 19.46892 -25.26995
H 3.57648 17.77992 -27.08468
H 5.13634 17.21401 -26.34078
H 6.17768 18.58018 -27.68503
C -0.89268 19.41503 -24.78839
C -1.80416 20.53373 -24.70638
O -1.44522 21.49425 -25.68536
H 0.12301 19.74367 -24.56825
H -0.88353 18.97415 -25.78520
H -1.14162 18.64437 -24.05886
H -1.81867 20.87838 -23.67240
H -2.82754 20.26228 -24.96543
H -1.45544 21.00393 -26.51064
*
```

For the strongest force on any atom, the calculation gives 4.084 eV Å⁻¹. The calculation puts the total energy at -5505.93537 Eh.

Record 3
# C30H84O12

A 12-piece molecular cluster, C30H84O12 overall in a non-equilibrium geometry (wB97M-V/def2-TZVPD, OMol25).

ORCA input file:
```
! wB97M-V def2-TZVPD RIJCOSX def2/J DEFGRID3
* xyz 0 1
C 3.83400 -1.41617 5.51734
C 3.16995 -0.28204 4.69773
C 3.72190 1.05679 5.12326
O 3.39005 -0.48029 3.32829
H 3.49217 -2.35203 5.08203
H 3.69663 -1.47519 6.59930
H 4.88798 -1.36532 5.38710
H 2.10378 -0.29909 4.85720
H 4.76534 1.20677 4.84844
H 3.67611 1.07042 6.16210
H 3.23333 1.89729 4.67191
H 2.68975 -1.05246 2.99447
C 0.08551 -3.69113 3.83623
C 1.26992 -2.90782 3.39061
C 2.26631 -3.65653 2.49961
O 0.76338 -1.71132 2.84506
H -0.31964 -4.45983 3.09624
H -0.72520 -3.05979 4.06782
H 0.37807 -4.22485 4.73350
H 1.84639 -2.56299 4.24158
H 3.06128 -2.94673 2.20234
H 1.76639 -4.07263 1.59293
H 2.74111 -4.46178 3.08658
H 0.58679 -1.74587 1.88024
C 2.75108 4.27541 2.91305
C 1.32891 4.13043 3.24581
C 0.75761 5.46453 3.59676
O 0.75450 3.60621 2.03105
H 2.85839 4.95793 2.07655
H 3.18004 3.27886 2.72135
H 3.22815 4.64495 3.83389
H 1.08906 3.43934 4.07385
H 1.08479 5.87571 4.52747
H -0.33277 5.46212 3.53047
H 1.07075 6.13464 2.83026
H 0.53127 2.67793 2.24429
C -4.16611 -1.86721 -0.39773
C -4.32735 -1.51873 -1.84670
C -3.83266 -2.58333 -2.84535
O -5.67728 -1.06798 -2.08691
H -3.08919 -1.99987 -0.14007
H -4.70606 -2.80789 -0.17707
H -4.59847 -1.11092 0.25762
H -3.65083 -0.60357 -1.90802
H -4.12890 -2.21029 -3.87601
H -4.27945 -3.55024 -2.73642
H -2.75813 -2.64416 -2.79986
H -5.92320 -1.19771 -3.01357
C -1.20709 0.98616 -4.51045
C -1.97825 1.31224 -5.84499
C -1.75056 0.23392 -6.83323
O -3.37490 1.28000 -5.49434
H -0.15228 0.65613 -4.68814
H -1.69769 0.11847 -4.09600
H -1.17819 1.81991 -3.87492
H -1.74708 2.26160 -6.24138
H -2.09090 -0.76718 -6.49089
H -0.76486 0.21382 -7.28647
H -2.45372 0.40920 -7.68310
H -3.72468 1.92322 -4.87517
C -0.59651 0.07499 -0.02537
C 0.89286 0.11851 -0.34811
C 1.62472 1.32312 0.13266
O 1.48304 -1.03181 0.29500
H -1.26721 0.47861 -0.78973
H -0.70999 0.61415 0.94546
H -0.85692 -1.01678 0.12060
H 1.00044 0.02179 -1.45651
H 2.67002 1.29012 -0.09760
H 1.64776 1.28475 1.24768
H 1.13853 2.23093 -0.17672
H 2.38998 -0.79561 0.49862
C 0.98545 -2.63953 -3.19072
C 0.21751 -2.32710 -4.45815
O 0.04866 -3.51251 -5.27198
H 1.96281 -3.05868 -3.51251
H 0.58441 -3.36780 -2.50561
H 1.18318 -1.70802 -2.64994
H 0.91037 -1.69352 -5.07399
H -0.65734 -1.76044 -4.24113
H -0.65842 -3.38104 -5.91642
C -4.70094 2.22279 -0.17552
C -3.52601 2.79815 -0.90644
O -2.59815 2.87677 0.17396
H -5.24289 3.02444 0.40465
H -4.41631 1.46813 0.58938
H -5.49770 1.81604 -0.92660
H -3.72467 3.78658 -1.44835
H -3.09603 2.13112 -1.69669
H -1.76534 3.32425 -0.08427
C -0.46522 -6.04596 -1.75398
C -1.77927 -5.38133 -2.21487
O -2.61732 -5.28337 -1.07357
H 0.19438 -6.10958 -2.62772
H -0.71669 -7.00447 -1.32207
H 0.02599 -5.39002 -1.04204
H -2.22673 -6.04080 -2.99952
H -1.59279 -4.45862 -2.76333
H -3.52409 -5.31838 -1.34775
C -2.15819 1.79142 3.65891
C -0.83584 1.14109 4.14869
O 0.09596 1.01799 3.07290
H -2.93466 1.75911 4.47218
H -2.55232 1.20013 2.77732
H -2.03599 2.74334 3.19094
H -0.99475 0.13631 4.42050
H -0.39534 1.65472 5.01494
H 0.33864 0.09315 2.92428
C -0.25668 4.47458 -2.58916
C -0.13928 5.24431 -1.28560
O -0.66828 4.65658 -0.11310
H 0.16507 5.13870 -3.35187
H -1.31173 4.31303 -2.81402
H 0.40691 3.64049 -2.66879
H -0.66805 6.17467 -1.40729
H 0.89844 5.46785 -1.17369
H 0.03581 4.43239 0.54030
C 5.06131 -1.21151 -1.56410
C 5.09937 -0.35197 -0.34224
O 4.16703 -0.80682 0.61449
H 5.47592 -2.17845 -1.34446
H 5.59644 -0.73824 -2.34517
H 4.02223 -1.26318 -1.89737
H 4.87131 0.66176 -0.63256
H 6.15416 -0.40838 -0.02630
H 4.41367 -0.58395 1.53199
*
```

The SMILES is CC(C)O.CC(C)O.CC(C)O.CC(C)O.CC(C)O.CC(C)O.CCO.CCO.CCO.CCO.CCO.CCO. For the strongest force on any atom, the calculation gives 3.454 eV Å⁻¹. The calculation puts the total energy at -2096.15790 Eh. Its energy above the lowest of the compared OMol25 structures with the same formula, charge and spin is 51.7 kcal per mole.

Which formula does entry 1 have? C30H82O32P2S8